Entry 1:
{"formula": "H22O11", "method": "ωB97M-V/def2-TZVPD", "homo_ha": [-0.0013, -0.2647], "max_force_ha_per_bohr": 0.0733, "e_above_lowest_kcal_mol": 72.21, "s2": 0.751, "gap_ha": [0.09916, 0.35813], "spin_multiplicity": 2, "total_charge": -1, "species": ["O", "O", "O", "O", "O", "O", "O", "O", "O", "O", "O", "H", "H", "H", "H", "H", "H", "H", "H", "H", "H", "H", "H", "H", "H", "H", "H", "H", "H", "H", "H", "H", "H"], "positions_angstrom": [[-0.91384, 1.65774, -0.54953], [-2.79270, 0.03976, -0.88062], [-2.00571, -2.44942, -1.55574], [2.47916, -1.16347, -2.76955], [-2.79441, 2.75792, 2.47455], [0.24273, -0.91171, 1.61961], [1.30764, -5.11416, 0.68281], [1.11253, 2.91404, 1.56056], [0.43438, -0.86200, -1.07959], [1.03034, 2.15388, -3.54026], [2.25157, 0.71752, 3.85512], [0.37403, 2.63600, -4.06477], [0.17128, -1.04671, -0.14897], [-1.25389, -2.39656, -2.13701], [1.96206, -4.97583, -0.01311], [-0.58190, -0.41603, 1.66556], [1.53656, 2.23533, 2.07255], [2.11775, -1.65590, -3.51734], [1.44763, 0.88000, 4.34971], [2.86853, 0.33218, 4.48287], [1.11506, 2.72624, 0.62806], [1.64227, -1.10233, -2.24052], [-0.35224, 2.38890, -0.37373], [-2.48592, -1.66269, -1.25272], [-0.16467, -0.15940, -1.36596], [-3.02868, 2.98839, 3.38085], [-2.33300, -0.29670, -0.06034], [-3.53968, -0.03978, -0.22185], [1.10039, -0.69465, 1.88512], [-1.87839, 1.63178, -0.73265], [-2.98697, 3.56608, 1.99201], [0.45574, 2.04880, -2.76361], [0.60772, -5.50488, 0.15281]]}

Entry 2:
{"formula": "C6H5NO2", "method": "ωB97M-V/def2-TZVPD", "homo_ha": -0.3350, "max_force_ha_per_bohr": 0.1443, "e_above_lowest_kcal_mol": 140.56, "gap_ha": 0.32326, "total_charge": 0, "species": ["O", "O", "N", "C", "C", "C", "C", "C", "C", "H", "H", "H", "H", "H"], "positions_angstrom": [[1.50278, -1.27391, -0.12582], [-2.98334, -0.06384, 0.41890], [-0.99306, 1.17613, -0.47341], [0.31719, -0.68540, 0.05626], [1.69812, 1.18455, 0.16854], [2.47205, -0.08390, 0.25431], [-1.76592, -0.04708, -0.05248], [0.33881, 0.83492, -0.03726], [-0.86556, -1.13240, -0.31964], [3.14245, 0.22060, -0.62642], [-1.40735, -2.01192, -0.18448], [-1.41422, 2.00604, 0.53050], [3.11072, -0.36828, 1.22094], [2.19604, 2.19848, -0.38974]]}

Entry 3:
{"formula": "C36H43BN2O2S", "method": "ωB97M-V/def2-TZVPD", "homo_ha": -0.2219, "max_force_ha_per_bohr": 0.0573, "e_above_lowest_kcal_mol": 67.19, "gap_ha": 0.12446, "total_charge": 0, "species": ["S", "O", "O", "N", "N", "C", "C", "C", "C", "C", "C", "C", "C", "C", "C", "C", "C", "C", "C", "C", "C", "C", "C", "C", "C", "C", "C", "C", "C", "C", "C", "C", "C", "C", "C", "C", "C", "C", "C", "C", "C", "B", "H", "H", "H", "H", "H", "H", "H", "H", "H", "H", "H", "H", "H", "H", "H", "H", "H", "H", "H", "H", "H", "H", "H", "H", "H", "H", "H", "H", "H", "H", "H", "H", "H", "H", "H", "H", "H", "H", "H", "H", "H", "H", "H"], "positions_angstrom": [[2.04972, 2.66129, 1.90079], [0.23921, -0.49822, 1.15920], [0.43279, 0.91617, 3.06407], [-0.57001, 0.06458, -4.95523], [-5.59972, 2.57791, 2.22289], [2.54331, -1.36449, -1.94535], [-2.25735, 1.21826, 3.01748], [2.64368, -0.53376, 1.59799], [2.12600, -2.37308, -1.06027], [4.79191, -5.03905, -1.44101], [0.90965, -0.35678, 3.43757], [-1.57148, -3.50067, -3.21436], [2.79852, -3.57769, -0.96038], [4.00456, -3.78232, -1.64711], [1.08940, 2.53922, -0.44964], [-6.32136, 2.42711, 3.47095], [-4.29528, 2.19701, 2.08822], [3.70114, -1.62774, -2.72200], [-6.32111, 3.16268, 1.11199], [-3.60520, 2.30668, 0.84761], [-1.04266, -1.13042, -4.42533], [2.33305, 4.04238, 0.90383], [-3.57451, 1.64225, 3.17981], [1.67960, -0.19913, -2.14177], [4.43373, -2.78891, -2.53926], [1.00768, 1.85149, 0.73790], [-1.05432, 0.68094, -6.17449], [2.09496, -0.17620, 4.36678], [1.80858, 3.79998, -0.34903], [1.25641, -1.01636, 2.02314], [-1.59879, 1.31012, 1.78734], [2.82352, 5.28676, 1.54152], [0.65318, -0.32046, -3.08320], [-2.05622, -1.90133, -4.96969], [-0.59551, -2.64469, -2.65138], [0.42238, 0.55525, -4.18065], [1.15482, -2.54539, 2.04529], [-2.33853, -3.12132, -4.33118], [-2.27040, 1.89798, 0.72170], [-0.19526, -1.10249, 4.18940], [-0.30860, -1.42969, -3.25224], [-0.02608, 0.81984, 1.67852], [5.38414, -5.27540, -2.33302], [2.36294, -4.38899, -0.37250], [-5.79329, 4.05065, 0.72889], [2.77693, 0.59108, 3.98871], [0.12406, -2.86600, 1.82933], [4.12585, -5.87922, -1.23108], [5.48293, -4.96313, -0.58732], [-6.20725, 1.41680, 3.88620], [0.69406, 2.16287, -1.38224], [-7.31658, 3.44747, 1.46746], [1.87360, 4.53132, -1.15131], [-0.70335, 0.13643, -7.06263], [1.84434, -2.98702, 1.31831], [-3.13291, -3.76805, -4.71493], [-6.42837, 2.45063, 0.27839], [2.76765, -0.59842, 0.50953], [-1.74633, -4.47111, -2.73664], [-0.68192, 1.70666, -6.18299], [5.33486, -2.95197, -3.13175], [-0.10642, -2.90653, -1.71981], [2.07229, 0.79553, -1.93461], [-1.05689, -1.28825, 3.53546], [-1.74825, 0.84229, 3.89717], [3.97485, -0.91522, -3.49627], [2.63151, -1.13102, 4.47725], [2.80737, 0.52905, 1.87139], [3.42314, -1.13984, 2.08068], [-2.14700, 0.69635, -6.19762], [-4.05244, 1.54227, 4.15551], [-2.58263, -1.53625, -5.85057], [-1.72660, 2.04243, -0.21046], [3.00120, 6.05395, 0.78812], [-7.38454, 2.60537, 3.27525], [1.23747, -2.15782, -0.46749], [0.18116, -2.05976, 4.57172], [3.73516, 5.14114, 2.14106], [1.71684, 0.12984, 5.35163], [1.44840, -2.92109, 3.03303], [1.00897, 1.40684, -4.51417], [2.03664, 5.64419, 2.22149], [-4.12477, 2.71434, -0.01818], [-5.98360, 3.14190, 4.23894], [-0.51860, -0.50209, 5.04963]]}